Record 1
49
Properties=species:S:1:pos:R:3:forces:R:3 method="wB97M-V/def2-TZVPD" fmax_ev_per_a=5.7 e_above_lowest_ev=2.343 total_charge=0 homo_lumo_gap_ev=8.4 smiles=Cc1c[nH]c(C)c1C.O.O.O.O.O.O.O.O.O.O lumo_energy_ev=-0.2 total_energy_ha=-1092.36109 mol_weight_g_mol=289.3 spin_multiplicity=1
C -0.1728 2.7133 1.1151 -1.44 -1.20 1.52
C 0.5858 1.4815 0.9240 3.40 -2.15 1.49
C 1.7000 1.0979 1.7588 -1.90 0.78 -0.80
N 2.0692 -0.1179 1.3169 3.12 -2.51 1.58
C 1.3167 -0.6116 0.2741 1.52 1.53 1.45
C 1.9042 -1.8476 -0.2196 -1.19 -2.89 -3.60
C 0.3641 0.3524 0.0147 -0.92 2.93 0.67
C -0.7648 0.5707 -0.9689 1.34 -5.49 -1.03
H 0.1069 3.3232 1.9348 0.91 0.16 1.19
H -1.1898 2.4368 1.3650 -0.58 0.16 -0.26
H -0.1983 3.4031 0.3627 -0.10 1.42 -2.65
H 2.1377 1.5232 2.6822 -0.27 -0.05 -1.05
H 2.8912 -0.7503 1.7620 -2.91 2.35 -1.29
H 1.6485 -1.9288 -1.3916 0.71 -0.23 2.55
H 1.4996 -2.7377 0.3274 -0.03 0.79 -0.95
H 2.9759 -2.0562 -0.0748 -0.10 1.14 -0.24
H -1.1338 1.5202 -1.0502 -0.60 2.60 0.14
H -0.2825 0.2698 -1.9565 -1.35 0.38 0.81
H -1.6316 -0.1377 -0.7154 1.49 0.76 -0.52
O 0.9014 1.1355 -3.6010 -0.13 -0.98 -0.73
H 1.1472 0.4882 -4.2883 0.12 0.63 0.59
H 1.6835 1.3598 -3.0511 -0.01 -0.46 -0.50
O -0.0394 3.5865 -3.4522 0.70 -1.03 2.36
H -0.4047 2.6895 -3.0631 1.72 2.70 -1.22
H 0.8427 3.8215 -2.9717 -2.55 -1.08 -1.18
O -3.2488 1.0757 2.1231 0.54 0.55 0.80
H -2.3073 0.8325 2.2973 -0.80 -0.30 -0.22
H -3.4716 1.5893 2.9225 -0.15 -0.29 -0.67
O -2.8769 -3.4310 -1.1661 -1.15 2.71 0.08
H -3.3421 -2.5942 -0.8235 0.82 -1.29 -1.24
H -2.7957 -3.8631 -0.3390 0.32 -1.22 1.18
O 2.3891 -0.8183 4.0319 -1.32 0.78 1.44
H 1.8940 -0.0104 4.4189 1.13 -2.39 -0.68
H 2.0883 -1.6448 4.4956 0.24 1.49 -0.47
O 0.0512 -2.8819 1.6784 -0.83 3.42 -0.23
H -0.2970 -3.6634 1.2738 -0.61 -0.33 -0.67
H -0.2731 -1.9929 1.1795 0.79 -3.30 1.55
O -0.0430 -2.5851 -4.3646 1.77 -0.37 -3.36
H -0.1354 -1.7188 -4.0779 -0.37 2.52 0.85
H -0.3862 -3.1130 -3.7154 -1.46 -2.10 2.58
O -4.0045 -0.1058 -0.5429 2.39 1.56 0.22
H -4.0295 0.3506 0.3312 -0.38 -0.56 -0.34
H -3.1167 0.3062 -0.8422 -2.40 -1.09 0.21
O 2.6965 1.5407 -1.7640 -1.06 1.90 -0.14
H 1.9894 1.5447 -1.0930 0.38 -0.22 0.11
H 3.2719 0.8402 -1.5620 1.08 -1.47 0.56
O -0.9890 -0.2819 2.6243 0.46 0.51 -0.10
H -0.9378 -1.0121 3.2191 -0.43 -1.12 0.66
H -0.0825 0.0514 2.6614 0.14 0.38 -0.45

---

Record 2
61
Properties=species:S:1:pos:R:3:forces:R:3 method="wB97M-V/def2-TZVPD" fmax_ev_per_a=4.7 e_above_lowest_ev=1.657 total_charge=-1 homo_lumo_gap_ev=9.4 lumo_energy_ev=2.1 total_energy_ha=-1604.31197 mol_weight_g_mol=435.2 spin_multiplicity=1
B 0.1298 0.8371 -0.0859 -0.88 0.15 -0.06
H 0.2672 -0.0208 0.6263 0.49 -1.63 1.33
H 0.8292 1.7137 0.0437 1.48 1.24 0.27
H 0.1228 0.4690 -1.1511 -0.20 -1.20 -1.56
H -0.9074 1.2784 0.0602 -2.10 0.64 0.31
C -1.2417 -2.0892 -3.3837 1.09 -1.43 -0.87
O -1.7197 -2.8121 -2.5189 -0.26 0.91 0.63
N -0.9426 -0.7844 -3.3289 -0.74 0.85 1.30
N -0.7958 -2.6656 -4.5362 -0.09 -0.39 -0.67
H -1.1117 -0.3417 -2.4394 0.06 0.32 -0.25
H -0.5283 -0.2626 -4.0784 0.03 -0.01 0.07
H -0.8798 -3.6647 -4.5944 -0.05 0.13 -0.20
H -0.4098 -2.1292 -5.2918 0.02 -0.21 -0.01
C 1.1775 0.6256 3.7396 0.13 0.74 -0.15
O 1.5861 0.7182 4.8847 -0.19 0.39 -0.02
N 1.2371 1.5976 2.7675 0.10 0.07 -0.36
N 0.5672 -0.4761 3.2583 0.28 -0.53 1.00
H 0.9578 1.3372 1.8162 0.25 0.60 0.97
H 1.3577 2.5665 2.9997 0.22 -0.18 0.14
H 0.3911 -0.5136 2.2800 -0.60 -0.62 -0.08
H 0.3170 -1.1318 3.9792 -0.04 -0.41 -0.65
C 0.3638 -4.8186 0.5203 1.29 0.02 1.76
O 0.7124 -5.8796 1.0274 -0.63 -0.62 -0.90
N 0.1911 -3.7508 1.3377 -0.23 0.45 -0.02
N 0.2672 -4.5173 -0.7797 0.10 -0.72 -0.58
H 0.1005 -2.8376 0.9312 -0.58 0.10 0.64
H 0.1192 -3.9672 2.3152 0.09 0.47 -0.01
H 0.1469 -3.5607 -1.0569 -0.37 -0.28 -0.56
H 0.3871 -5.2931 -1.4067 0.02 0.43 -0.32
C -2.8832 -0.6328 1.7364 -2.20 -2.37 0.23
O -3.7998 -1.3343 2.1997 0.49 1.02 0.18
N -2.4553 0.5038 2.3233 -0.42 -0.78 0.10
N -2.2658 -1.0298 0.6119 2.08 1.19 -1.02
H -3.0523 0.6901 3.1121 0.53 0.84 0.05
H -1.8218 1.1031 1.8313 -0.09 0.51 0.48
H -2.6177 -1.6865 -0.0625 -0.31 -0.15 0.39
H -1.5195 -0.3938 0.3243 -0.57 -0.76 -0.36
C 3.6281 -0.9235 0.5549 0.91 1.55 0.49
O 4.8424 -1.1200 0.6707 -0.86 0.27 -0.41
N 2.7208 -1.8582 0.8166 -0.09 -1.92 0.21
N 3.0546 0.2894 0.3057 1.08 0.92 -0.62
H 1.7547 -1.7508 0.5768 0.11 -0.13 0.02
H 3.1607 -2.7529 0.9718 -0.73 -0.20 0.00
H 3.6933 1.0439 0.1133 -0.03 -0.09 0.00
H 2.0773 0.4949 0.1371 0.56 -0.54 0.23
C 0.9363 2.6566 -3.1023 2.65 -2.80 -2.68
O 1.3107 2.9939 -4.2421 -0.84 0.93 1.38
N 1.6742 1.7431 -2.4076 -0.07 -0.30 1.05
N -0.2695 2.8419 -2.5811 -2.61 2.51 0.09
H 1.1407 1.2791 -1.6425 1.32 0.54 -1.18
H 2.2848 1.1525 -2.9480 0.11 0.28 -0.07
H -0.6537 3.7534 -2.7981 -0.22 -0.26 -0.19
H -0.6058 2.4979 -1.7014 0.68 -0.27 0.30
C -1.7187 4.3095 1.1589 1.45 2.08 1.12
O -1.8644 5.4236 1.6669 0.16 -0.67 -0.26
N -2.7350 3.5563 0.7423 -0.80 -0.54 -0.14
N -0.5155 3.7092 0.9418 0.25 -0.08 -0.05
H -2.4236 2.8787 0.0673 -1.17 -0.23 -0.26
H -3.6095 4.0564 0.7641 -0.15 -0.55 -0.51
H 0.3380 4.1570 1.2244 -0.19 0.09 0.06
H -0.4972 2.7218 0.6987 0.30 0.66 0.20

---

Record 3
61
Properties=species:S:1:pos:R:3:forces:R:3 method="wB97M-V/def2-TZVPD" fmax_ev_per_a=2.4 e_above_lowest_ev=0.921 total_charge=+1 homo_lumo_gap_ev=9.4 lumo_energy_ev=-2.2 total_energy_ha=-1634.04190 mol_weight_g_mol=438.4 spin_multiplicity=1
N 0.2206 0.4629 0.0476 -0.09 -0.50 0.47
H 0.4908 1.4316 0.2131 0.18 -0.03 -0.10
H -0.5902 0.2151 0.6108 -0.09 0.07 -0.08
H 0.9487 -0.2057 0.3559 0.48 0.22 -0.19
H 0.0354 0.2357 -0.9325 0.21 0.25 -0.32
C 3.2888 2.2229 -0.6340 -0.56 -0.73 0.62
O 2.9802 1.4005 0.2308 0.64 0.45 -0.51
N 2.7461 3.4646 -0.6368 -0.05 0.38 0.06
N 4.1142 1.9782 -1.6857 0.48 -0.66 -0.26
H 2.4589 3.8084 0.2611 -0.38 0.21 -0.28
H 2.7346 4.0088 -1.4782 0.00 0.37 0.24
H 4.6635 1.1352 -1.6443 -0.25 -0.10 0.02
H 4.5403 2.7286 -2.1971 -0.05 0.18 0.12
C -0.2622 3.7645 2.6424 -0.04 -0.83 1.51
O -0.1457 2.7771 1.9248 -0.37 0.55 -0.37
N -1.4399 4.4160 2.9415 -0.66 0.18 -0.56
N 0.7380 4.1733 3.4900 -0.84 0.01 -1.61
H -2.3162 4.1623 2.5174 0.35 -0.32 -0.39
H -1.4509 5.3740 3.2460 0.36 0.02 0.10
H 0.3785 4.7577 4.2162 1.02 -0.02 0.70
H 1.5778 3.6234 3.4392 0.19 0.38 0.58
C -1.8504 1.6884 -3.1258 1.23 0.25 0.67
O -1.1182 2.3954 -2.4243 -0.75 -0.34 -0.72
N -1.6439 1.4897 -4.4463 0.82 0.99 -0.67
N -2.9067 1.0477 -2.6027 -1.60 -1.09 1.45
H -2.0671 0.8255 -5.0629 -0.40 -0.01 0.23
H -1.0882 2.2284 -4.8479 0.17 -0.38 -0.22
H -2.9947 1.0376 -1.6009 0.32 0.30 -0.05
H -3.4354 0.2935 -3.0050 0.27 0.19 -0.68
C 0.3873 -0.9354 3.8371 2.07 -0.24 -0.66
O 1.6045 -1.1530 3.8582 -0.75 0.47 0.09
N -0.1216 0.3063 3.6337 0.09 0.15 0.36
N -0.5120 -1.9331 3.9153 -0.89 0.45 0.22
H 0.5349 1.0609 3.5373 -0.15 0.02 -0.08
H -1.0960 0.4667 3.4704 0.00 0.10 -0.08
H -1.4055 -1.6525 4.2787 -0.24 -0.82 -0.14
H -0.1950 -2.8755 3.8047 -0.13 -0.09 0.36
C 0.1774 -1.7024 -3.2233 -0.12 -0.32 0.71
O 0.5575 -0.6470 -2.7493 -0.28 0.21 -0.23
N -0.4793 -2.6515 -2.4577 0.42 0.52 -0.38
N 0.3673 -2.1183 -4.5033 -0.05 -0.12 -0.21
H -0.8302 -3.4740 -2.9074 -0.32 -0.09 0.31
H -0.7661 -2.3684 -1.5359 0.10 -0.23 0.10
H 0.0443 -3.0349 -4.7438 0.06 0.01 -0.35
H 0.7127 -1.5240 -5.2331 0.15 0.15 0.23
C 2.1937 -2.7959 0.5889 -1.85 -0.80 0.46
O 2.0709 -1.6574 0.1546 0.80 -0.16 -0.02
N 2.3737 -3.0787 1.9157 0.54 1.88 0.13
N 1.8818 -3.9219 -0.1314 0.41 -0.39 0.22
H 2.5531 -2.2386 2.4572 -0.28 -0.23 0.22
H 2.4917 -3.9337 2.4224 0.17 -0.42 -0.65
H 1.5323 -4.6684 0.4385 0.14 -0.40 -0.38
H 1.7643 -3.9549 -1.1248 -0.15 0.39 -0.01
C -2.5593 -1.9068 0.2286 0.64 -1.44 0.37
O -1.4106 -1.7389 0.6511 -0.92 0.46 -0.47
N -2.9535 -3.1421 -0.2167 0.68 -0.61 -0.16
N -3.5423 -0.9965 0.1735 -0.39 0.89 -0.09
H -2.2543 -3.8655 -0.2046 0.04 0.12 0.14
H -3.8497 -3.4335 -0.5584 -0.21 0.42 0.07
H -4.4363 -1.2878 -0.1724 -0.20 0.24 0.11
H -3.4425 -0.0848 0.5838 0.04 -0.12 0.05

---

Record 4
50
Properties=species:S:1:pos:R:3:forces:R:3 method="wB97M-V/def2-TZVPD" fmax_ev_per_a=8.1 e_above_lowest_ev=5.928 total_charge=0 homo_lumo_gap_ev=9.0 smiles="C=CC(=C)CCCO.O.O.O.O.O.O.O.O.O.O" lumo_energy_ev=0.1 total_energy_ha=-1113.36434 mol_weight_g_mol=292.3 spin_multiplicity=1
C -0.0591 -2.1257 2.2160 2.07 -2.58 0.45
C -0.6233 -0.9376 2.2827 -0.02 0.61 0.16
C -1.8970 -0.8520 1.5955 -1.95 -2.07 -0.01
C -2.7884 -1.8817 1.6646 -0.64 1.14 0.02
C -2.1234 0.2880 0.6643 1.25 3.52 2.17
C -1.2117 0.3255 -0.5706 -2.84 -1.68 -0.43
C -0.7218 1.6672 -1.0640 -2.16 0.52 3.28
O -1.7168 2.4208 -1.7085 -2.08 -1.21 -2.50
H 0.9381 -2.5265 2.5713 -1.08 1.29 0.06
H -0.5834 -2.9917 1.7701 0.08 0.92 -0.05
H -0.2091 -0.0163 2.7357 -0.82 -1.54 -0.23
H -3.6679 -1.8330 1.0624 -0.49 0.53 -0.80
H -3.0024 -2.7374 2.3162 1.50 0.40 0.27
H -1.8090 1.2840 1.2933 -1.10 -2.35 -1.21
H -3.1647 0.3794 0.4156 -0.45 0.11 -0.07
H -1.9951 -0.1338 -1.3208 2.24 0.49 0.61
H -0.4526 -0.3998 -0.2858 0.54 0.06 -0.88
H 0.0240 1.4957 -1.7171 3.13 -0.25 -1.97
H -0.4745 2.3248 -0.1657 0.54 -1.19 -1.35
H -2.1330 1.8491 -2.4885 1.36 1.63 2.03
O 1.6440 0.6202 2.9173 0.87 -0.87 -1.19
H 1.7085 0.8389 3.8553 -0.98 0.50 -0.63
H 0.8500 0.8918 2.3473 1.57 0.64 2.48
O -1.9473 3.6439 0.7244 -0.86 -0.44 -4.35
H -2.7473 3.0568 0.6548 0.90 0.79 0.57
H -1.8118 3.6768 -0.3820 -0.37 0.04 4.05
O 3.8765 0.2003 -2.1947 -1.10 0.05 -1.07
H 3.2945 0.0134 -1.4496 0.40 -0.15 0.72
H 3.2037 -0.0150 -2.8793 1.15 0.27 0.14
O 3.3023 -1.5422 1.6772 -0.24 -0.27 -3.66
H 4.1960 -1.4020 1.8538 2.22 0.33 0.54
H 2.8570 -1.6429 2.4560 -1.78 -0.18 3.28
O 0.6238 -0.3995 -4.4510 -0.20 -8.02 0.85
H 0.8610 0.4254 -4.2937 1.99 6.05 1.25
H 1.1622 -1.0056 -3.7866 -1.73 2.02 -2.02
O -0.1669 2.3661 2.7366 1.04 1.69 -0.05
H 0.5288 3.0876 2.8182 -1.19 -1.39 -0.08
H -0.6903 2.6820 1.9877 -0.47 0.40 -0.14
O 2.6739 1.3293 0.5707 -0.07 -0.18 0.14
H 2.4578 0.9201 1.4513 0.98 0.54 -0.72
H 3.6314 1.4878 0.5050 -0.64 -0.24 0.24
O 2.1988 -1.4571 -0.8108 1.16 -2.97 -0.82
H 2.6172 -2.0229 -0.1057 -0.60 1.19 -0.83
H 1.7771 -0.7678 -0.3687 -1.02 1.79 1.58
O -2.1384 0.3904 -3.9956 0.56 1.16 -0.89
H -2.3081 -0.3309 -3.4311 -0.74 -1.39 1.20
H -1.2822 0.1103 -4.3588 0.07 0.25 -0.15
O -1.2573 -3.6651 -1.7131 0.81 0.81 -1.42
H -0.8810 -3.2091 -2.5531 -0.43 -1.37 2.67
H -0.5627 -3.8799 -1.0486 -0.38 0.61 -1.26